ORCA calculation (the ωB97M-V functional and the def2-TZVPD basis) on a structure of composition C15H8IN2OsS7 at a distorted geometry.

The geometry in XYZ format:
```
34
Properties=species:S:1:pos:R:3:forces:R:3
Os -0.525 -0.020 -0.544 0.591 1.042 0.204
S -3.026 -4.538 4.472 -0.049 0.079 -0.035
C -2.476 -3.506 3.361 0.141 -0.173 0.063
S -2.740 -3.713 1.642 0.013 0.134 -0.001
C -1.853 -2.298 1.140 -0.198 -0.189 -0.213
C -1.261 -1.541 2.135 0.260 0.194 0.319
S -0.325 -0.189 1.770 -0.208 -0.028 -0.076
S -1.491 -2.110 3.759 -0.055 0.038 -0.044
S -1.681 -1.855 -0.477 -0.170 -0.484 -0.166
S -0.287 -0.154 -3.004 0.126 0.081 0.158
C 1.323 -0.356 -2.442 -0.231 -0.056 -0.146
N 1.398 -0.426 -1.121 -0.231 -0.451 0.011
C 2.701 -0.555 -0.648 0.156 0.064 -0.046
C 3.124 -0.638 0.673 -0.012 -0.030 0.005
C 4.478 -0.766 0.917 0.009 -0.005 0.008
C 5.403 -0.806 -0.128 0.000 0.000 -0.004
C 4.991 -0.716 -1.445 -0.014 -0.004 0.015
C 3.631 -0.587 -1.693 -0.014 0.013 0.030
S 2.836 -0.435 -3.246 -0.023 0.011 0.001
H 2.411 -0.614 1.485 -0.022 0.010 -0.010
H 4.827 -0.838 1.938 0.005 0.000 0.003
H 6.456 -0.906 0.093 0.005 0.001 0.004
H 5.706 -0.744 -2.255 0.001 -0.001 -0.008
I 0.384 2.757 -0.606 -0.256 -0.117 -0.018
C -1.706 2.614 -0.634 0.094 0.364 0.059
C -2.538 3.709 -0.718 -0.003 0.013 -0.006
C -3.906 3.480 -0.657 0.036 -0.162 0.015
C -4.364 2.178 -0.505 0.010 0.051 -0.007
C -3.453 1.142 -0.441 -0.180 -0.036 -0.056
N -2.136 1.363 -0.518 0.281 -0.470 -0.042
H -2.122 4.700 -0.818 -0.039 0.010 -0.001
H -4.598 4.308 -0.717 -0.011 0.008 0.003
H -5.418 1.950 -0.439 -0.011 0.048 -0.004
H -3.761 0.111 -0.330 0.000 0.046 -0.015
```
Positions in Å, forces in eV/Å.

E ... -3861.4497 a.u.
Relative energy (zero: lowest compared OMol25 entry of this formula, charge and spin) ... 0.0 kcal per mole
Frontier orbital gap (spin up / spin down) ... 5.5929 / 6.0121 eV
Total charge ... +1